[1]
Formula: C6H9N3O
Source: OMol25
Level of theory: the ωB97M-V functional and the def2-TZVPD basis

Computed properties:
Energy above the lowest of the compared OMol25 structures with the same formula, charge and spin = 2.842 eV
HOMO-LUMO gap = 8.531 eV
HOMO = -8.1 eV
Calculated total energy = -473.44527 Eh

Each line ends with the Mulliken charge.
Cartesian coordinates (Å):
C  3.25506  0.02208  -0.30874  -1.333
C  1.93873  -0.58496  0.23239  0.606
C  -0.39441  -0.62579  -0.18503  0.239
C  -2.20082  -1.80612  -0.10044  -0.570
C  -2.60076  -0.47915  0.25536  0.113
C  -1.41928  1.67602  0.33765  -0.851
H  3.73439  -0.77707  -0.29080  0.467
H  3.56767  0.70632  0.35291  0.333
H  3.16836  0.41958  -1.34821  0.318
H  1.09387  0.88898  -0.72165  0.343
H  -2.88430  -2.66834  -0.23747  0.364
H  -3.59271  0.07274  0.44647  0.238
H  -1.11516  2.41624  -0.78393  0.208
H  -2.33990  1.79466  0.81572  0.335
H  -0.65572  1.95630  1.09330  0.323
N  0.87201  -0.10619  -0.47798  -0.194
N  -0.88314  -1.82530  -0.33338  -0.618
N  -1.50908  0.23013  0.11565  0.184
O  1.96519  -1.31011  1.13817  -0.504

[2]
Formula: C6H9N3O
Source: OMol25
Level of theory: the ωB97M-V functional and the def2-TZVPD basis

Computed properties:
Energy above the lowest of the compared OMol25 structures with the same formula, charge and spin = 2.106 eV
Spin multiplicity = 3
⟨S²⟩ = 2.021
HOMO-LUMO gap (spin up / spin down) = 7.497 / 7.723 eV
HOMO (spin up / spin down) = -6.6 / -8.5 eV
Calculated total energy = -473.29531 Eh

Each line ends with the Mulliken charge.
Cartesian coordinates (Å):
C  -1.22023  -0.23236  -0.54300  0.865
C  -0.66836  0.88497  -0.12206  -0.060
C  1.50479  -1.01540  0.49618  0.043
C  -1.36883  2.10199  0.24634  -1.194
C  -2.05593  -2.45752  -0.27746  -0.816
C  2.98011  0.81960  0.15117  -0.784
N  0.76575  1.15652  0.00995  -0.547
N  -1.74841  -1.25892  -0.94412  -0.379
N  1.66608  0.21303  0.00788  0.499
O  1.08819  -2.06782  0.09072  -0.363
H  -0.65602  2.80933  0.79722  0.308
H  -2.27976  1.87614  0.74725  0.315
H  -1.86298  2.64922  -0.60099  0.251
H  -1.24361  -3.09687  -0.56086  0.326
H  -3.00411  -2.79390  -0.70779  0.307
H  -2.13732  -2.35839  0.74022  0.338
H  3.68754  0.06554  0.65881  0.279
H  3.53033  0.90623  -0.80586  0.266
H  3.02277  1.79862  0.61639  0.347

[3]
Formula: C6H9N3O3
Source: OMol25
Level of theory: the ωB97M-V functional and the def2-TZVPD basis

Computed properties:
Energy above the lowest of the compared OMol25 structures with the same formula, charge and spin = 4.456 eV
HOMO-LUMO gap = 9.721 eV
HOMO = -9.8 eV
SMILES = CC[C@]1([N+](=O)[O-])C(=O)NN=C1C
Calculated total energy = -623.86501 Eh

Each line ends with the Mulliken charge.
Cartesian coordinates (Å):
C  0.81637  -0.55244  1.46563  -0.930
C  -0.48023  0.38452  1.47957  -0.828
C  -1.24872  0.05505  0.15285  1.633
N  -2.41322  1.05918  0.09519  0.997
O  -3.52498  0.76674  -0.27988  -0.610
O  -2.11168  2.15696  0.46713  -0.590
C  -1.88962  -1.39800  0.24496  -0.072
O  -2.39407  -1.91142  1.19034  -0.570
N  -1.69356  -1.92194  -0.97528  0.149
N  -1.02133  -1.10835  -1.83804  -0.756
C  -0.69502  -0.05884  -1.20614  -0.042
C  0.16170  0.97975  -1.80616  -1.259
H  0.20627  -1.43854  1.22660  0.330
H  1.47857  -0.62456  2.47162  0.303
H  1.45852  -0.48548  0.58009  0.264
H  -0.27179  1.42022  1.79172  0.390
H  -1.13576  0.00534  2.28125  0.427
H  -1.94947  -2.80969  -1.33427  0.198
H  1.02285  1.08447  -1.16331  0.263
H  -0.29720  2.11163  -1.87458  0.239
H  0.45524  0.62951  -2.74658  0.464

[4]
Formula: C6H9N3O3S
Source: OMol25
Level of theory: the ωB97M-V functional and the def2-TZVPD basis

Computed properties:
Energy above the lowest of the compared OMol25 structures with the same formula, charge and spin = 4.822 eV
HOMO-LUMO gap (spin up / spin down) = 8.032 / 8.031 eV
HOMO (spin up / spin down) = -8.5 / -8.5 eV
Calculated total energy = -1021.99939 Eh

Each line ends with the Mulliken charge.
Cartesian coordinates (Å):
C  -0.08262  -1.63601  1.41660  0.514
C  -0.85181  -2.30770  -0.79166  0.724
C  1.25452  2.09118  1.71602  -0.252
C  0.28556  0.91613  -0.21787  -0.274
C  -2.15466  -2.90746  -1.32150  -1.042
C  2.14107  2.34781  -0.43913  -0.941
N  -0.71596  -2.23615  0.58863  -0.270
N  1.16391  1.68712  0.49547  0.119
N  -1.00979  0.66277  0.12489  0.923
O  -1.67563  0.01118  -0.68808  -0.688
O  0.04030  -2.00820  -1.55493  -0.543
O  -1.45885  1.00813  1.21966  -0.616
S  0.54767  -1.10601  2.79590  -0.270
H  1.97357  2.83217  2.03845  0.239
H  0.45140  2.00768  2.42950  0.334
H  0.61151  0.52633  -1.27479  0.080
H  -1.98009  -4.04081  -1.68545  0.292
H  -2.95773  -3.04503  -0.61931  0.338
H  -2.38826  -2.29400  -2.16070  0.282
H  2.94772  2.67261  0.10846  0.346
H  2.22003  1.64976  -1.27437  0.312
H  1.63814  3.16849  -0.90581  0.394

[5]
Formula: C6H9N3OS
Source: OMol25
Level of theory: the ωB97M-V functional and the def2-TZVPD basis

Computed properties:
Energy above the lowest of the compared OMol25 structures with the same formula, charge and spin = 4.177 eV
HOMO-LUMO gap = 9.435 eV
HOMO = -8.7 eV
SMILES = C[C@H]1[C@@H]2S[C@H]3N(NC=O)N3[C@H]12
Calculated total energy = -871.55348 Eh

Each line ends with the Mulliken charge.
Cartesian coordinates (Å):
C  3.21720  0.78013  0.41241  -1.272
C  2.05974  -0.07903  -0.06241  -0.465
C  1.13840  -0.70556  0.95821  -0.061
S  0.37880  -2.22493  0.19108  -0.244
C  -0.77346  -1.18241  -0.76065  0.332
N  -1.69645  -0.43259  0.06080  -0.228
N  -2.85268  -0.13780  -0.63514  -0.199
C  -3.70828  0.74510  -0.09201  -0.031
O  -3.66440  1.03566  1.05217  -0.497
N  -0.51527  0.15970  -0.64626  -0.458
C  0.65112  0.48801  0.20278  -0.201
H  2.89032  1.26689  1.34597  0.300
H  3.68489  1.41905  -0.47071  0.276
H  3.90003  -0.03523  0.58512  0.339
H  2.11344  -0.56516  -0.92235  0.647
H  1.22391  -0.92125  2.05447  0.411
H  -0.98837  -1.75006  -1.59953  0.419
H  -3.04881  -0.34277  -1.59980  0.248
H  -4.43474  1.07987  -0.79039  0.364
H  0.42462  1.40238  0.71624  0.317

[6]
Formula: C6H9N3OS2
Source: OMol25
Level of theory: the ωB97M-V functional and the def2-TZVPD basis

Computed properties:
Energy above the lowest of the compared OMol25 structures with the same formula, charge and spin = 4.342 eV
HOMO-LUMO gap = 9.278 eV
HOMO = -9.3 eV
SMILES = Cc1ncnc(C)c1[S@](N)(=O)=S
Calculated total energy = -1269.80922 Eh

Each line ends with the Mulliken charge.
Cartesian coordinates (Å):
C  0.04391  -2.30906  0.28716  -1.055
C  0.81348  -1.02807  0.11878  0.660
N  2.12663  -1.12578  0.14441  -0.554
C  2.86763  -0.08062  0.26947  -0.140
N  2.25538  1.13123  0.50027  -0.663
C  0.94788  1.22373  0.24711  0.735
C  0.32658  2.59207  0.51079  -1.176
C  0.12358  0.19553  -0.15084  0.126
S  -1.80432  0.31414  -0.32712  0.605
N  -2.18352  -0.71064  -1.67302  -0.454
O  -2.19035  1.66964  -0.62425  -0.688
S  -2.44532  -0.39224  1.39114  -0.207
H  -1.06726  -2.18632  0.52991  0.120
H  0.03481  -2.92513  -0.58835  0.287
H  0.52967  -2.97251  0.96626  0.401
H  3.95578  0.00838  -0.05186  0.332
H  0.14204  2.78121  1.56329  0.280
H  1.27967  3.25813  0.41151  0.368
H  -0.58523  2.73919  -0.09562  0.427
H  -2.17489  -1.61295  -1.17909  0.316
H  -2.99615  -0.56995  -2.24996  0.278